# 1
# C2H3I2NO2

A 2-piece molecular cluster, C2H3I2NO2 overall at a distorted geometry (ωB97M-V/def2-TZVPD, OMol25).

The value obtained for the energy above the lowest of the compared OMol25 structures with the same formula, charge and spin is 99.3 kcal/mol. The value obtained for the electronic energy is -23903.775 eV. The LUMO energy (spin up / spin down) is -0.859 / -0.861 eV. The charge is 0.

Each line ends with the Löwdin charge.
Geometry (Å):
C1 1.05893 -0.07045 0.82460  -0.276
C2 -0.36327 -0.07574 0.53447  -1.252
N1 -0.58549 0.13950 -1.72333  -0.340
O1 -1.63830 0.65603 -1.92974  -0.022
O2 0.35691 -0.30889 -2.32435  0.061
I1 -1.53116 -1.82007 0.81206  0.776
I2 -1.57955 1.62230 1.01795  0.814
H1 1.64290 -0.50518 0.06464  0.053
H2 1.32203 1.01632 0.94445  0.077
H3 1.31701 -0.65383 1.77926  0.109


# 2
# C23H29AlBr3FKN3O17V

C23H29AlBr3FKN3O17V as an isolated structure at a distorted geometry (ωB97M-V/def2-TZVPD, OMol25).

The value obtained for the electronic energy is -325013.907 eV. The LUMO energy is -4.058 eV. The charge is -1.

Each line ends with the Löwdin charge.
Geometry (Å):
C1 5.19818 -2.02881 0.47279  -0.121
C2 5.47274 -0.61894 -0.35562  -0.186
C3 4.11640 0.00834 -1.05686  -0.203
O1 3.18956 0.65020 -0.11175  -0.157
C4 2.54649 1.85536 -0.73098  -0.189
C5 1.56347 1.45536 -2.00900  -0.048
C6 2.06669 1.32781 -3.43552  0.037
C7 1.06244 0.87558 -4.69424  -0.186
O2 1.16375 1.39809 -5.93458  -0.034
C8 -0.10474 -0.24236 -4.26376  -0.007
C9 -0.62289 -1.44880 -5.25750  0.021
C10 -1.75928 -2.49214 -4.62016  -0.192
C11 -2.38019 -2.30630 -3.08190  -0.105
C12 -1.83913 -1.07602 -2.09591  -0.043
C13 -2.50100 -0.97728 -0.59389  -0.160
C14 -4.05708 -0.43653 -0.76228  -0.159
C15 -5.03420 -0.84373 0.49166  -0.252
N1 -5.06429 -2.34579 0.79219  -0.314
C16 -0.68899 -0.06375 -2.70678  0.044
C17 -0.06383 1.16215 -1.75730  -0.149
O3 -0.78204 1.88850 -0.89720  0.019
H1 6.09436 -2.12882 1.25498  0.091
H2 5.27746 -2.96870 -0.25321  0.080
H3 4.15850 -2.05965 1.01797  0.075
H4 6.08428 0.15961 0.28460  0.100
H5 6.19642 -0.92388 -1.25356  0.109
H6 4.43204 0.82377 -1.84966  0.102
H7 3.51983 -0.84082 -1.60902  0.140
H8 3.32944 2.66104 -1.07942  -0.162
H9 1.91465 2.34082 0.15799  0.180
H10 3.22302 1.54198 -3.61575  0.106
H11 -0.19409 -1.59926 -6.35176  0.116
H12 -2.10351 -3.37683 -5.33862  0.056
H13 -3.20342 -3.07371 -2.69485  0.085
H14 -1.95566 -0.20790 0.12372  0.126
H15 -2.43495 -2.02485 -0.02714  0.119
H16 -4.49574 -0.84008 -1.79545  0.117
H17 -4.01731 0.75061 -0.88058  0.139
H18 -6.14654 -0.56154 0.16871  0.144
H19 -4.80144 -0.24784 1.48970  0.112
H20 -4.17495 -2.62295 1.28554  0.007
H21 -5.15996 -2.83247 -0.12618  0.083
K1 -5.44654 -2.24452 2.76953  0.960
F1 -7.24654 -3.65382 -0.30024  -0.617
O4 -9.61049 3.09716 3.41658  -0.678
V1 -8.94654 1.64163 2.69067  1.024
O5 -8.28259 0.18610 1.96476  -0.665
N2 8.18954 1.18624 1.75014  -0.661
O6 7.67106 0.14771 2.19282  -0.070
O7 8.32693 1.33832 0.52497  -0.111
O8 8.57051 2.07252 2.53256  -0.073
Al1 3.68951 4.22149 -2.02046  1.084
Br1 -7.79130 4.23362 6.10895  0.608
C18 -9.02385 5.72405 6.36005  -0.689
C19 -9.97795 5.45862 7.50125  -0.705
Br2 -11.38186 4.21209 6.97258  0.592
H22 -9.52682 5.88706 5.40293  0.057
H23 -8.38708 6.58503 6.58216  0.054
H24 -10.50373 6.37458 7.78553  0.053
H25 -9.49132 5.03534 8.38439  0.049
C20 10.58154 -1.78887 -2.01511  -0.147
C21 9.16911 -1.35582 -2.23985  -0.151
O9 8.45462 -2.03724 -1.22631  0.034
C22 9.34597 -2.31430 -0.23012  -0.507
O10 9.03861 -2.74407 0.86920  0.139
O11 10.62527 -2.04681 -0.62424  0.065
H26 11.30314 -1.01418 -2.28857  0.135
H27 10.82719 -2.71029 -2.55337  0.130
H28 9.03557 -0.27753 -2.10287  0.134
H29 8.80035 -1.63665 -3.23021  0.130
N3 -2.28183 3.52174 1.73582  -0.651
O12 -2.29670 2.75647 2.71434  -0.038
O13 -3.20956 3.49241 0.91030  -0.035
O14 -1.33936 4.31622 1.58296  -0.043
Br3 -4.38186 -2.45397 -4.92090  0.265
C23 -2.91624 -5.69741 1.69384  -0.949
O15 -3.74146 -4.91757 2.14389  0.173
O16 -2.07588 -6.30996 2.36260  0.279
O17 -2.79388 -5.99493 0.50006  0.284


# 3
# CH2NO4

An isolated ion of composition CH2NO4 and charge -1 at a distorted geometry (ωB97M-V/def2-TZVPD, OMol25).

The value obtained for the energy above the lowest of the compared OMol25 structures with the same formula, charge and spin is 0.0 kcal/mol. The value obtained for the electronic energy is -10748.451 eV. As for the SMILES: O=C([O-])N(O)O. The LUMO energy is 4.353 eV. The charge is -1.

Each line ends with the Löwdin charge.
Geometry (Å):
C1 0.57360 0.67823 -0.57251  -0.645
N1 -0.18276 -0.90342 -0.13152  -0.169
O1 1.65725 0.75025 -0.04696  -0.006
O2 -0.19283 1.34276 -1.22101  0.000
O3 0.29224 -1.16005 1.17888  -0.128
O4 -1.55946 -0.54717 -0.05997  -0.137
H1 1.00549 -0.50892 1.30875  0.044
H2 -1.59354 0.34833 -0.45566  0.041


# 4
# C37H53N2P3Pt

C37H53N2P3Pt as an isolated structure (ωB97M-V/def2-TZVPD, OMol25).

The value obtained for the energy above the lowest of the compared OMol25 structures with the same formula, charge and spin is 12.8 kcal/mol. The value obtained for the electronic energy is -73313.086 eV. The LUMO energy is -5.426 eV. The charge is +2.

Each line ends with the Löwdin charge.
Geometry (Å):
Pt1 0.11064 0.01260 -0.23574  0.657
C1 -2.64222 0.77277 -2.75320  -0.260
C2 -1.98670 -0.58339 -3.01529  -0.307
P1 -1.26727 -1.31826 -1.50357  0.871
C3 -2.75031 -1.70501 -0.52926  -0.363
C4 -3.69267 -2.59438 -1.05107  -0.074
C5 -4.86882 -2.84102 -0.36456  -0.044
C6 -5.11714 -2.20801 0.84838  -0.045
C7 -4.18202 -1.33321 1.37728  -0.054
C8 -3.00235 -1.08514 0.68964  -0.110
C9 -0.67480 -2.95494 -2.00926  -0.387
C10 -0.62808 -3.96035 -1.04121  -0.116
C11 -0.20874 -5.23659 -1.37848  -0.060
C12 0.17029 -5.52123 -2.68485  -0.044
C13 0.12213 -4.52902 -3.65342  -0.049
C14 -0.30304 -3.25060 -3.31928  -0.100
C15 -1.61274 1.87460 -2.46974  -0.321
P2 -1.10178 1.93795 -0.73114  0.892
C16 0.15363 3.25563 -0.65218  -0.362
C17 0.20388 4.08589 0.47254  -0.102
C18 1.19867 5.04575 0.59399  -0.052
C19 2.14092 5.20150 -0.41411  -0.049
C20 2.08443 4.39704 -1.54293  -0.061
C21 1.10353 3.42206 -1.65931  -0.099
C22 -2.47647 2.58715 0.23709  -0.370
C23 -3.26232 3.61828 -0.28166  -0.064
C24 -4.27455 4.17171 0.48438  -0.042
C25 -4.50473 3.70779 1.77433  -0.043
C26 -3.72087 2.69217 2.30022  -0.054
C27 -2.71330 2.12991 1.52949  -0.120
H1 -3.36648 0.68418 -1.93767  0.108
H2 -3.21772 1.05182 -3.63562  0.125
H3 -1.23854 -0.49730 -3.80591  0.092
H4 -2.73140 -1.31067 -3.34504  0.100
H5 -3.50962 -3.10709 -1.98832  0.117
H6 -5.59272 -3.53224 -0.77443  0.119
H7 -6.03756 -2.40611 1.38077  0.119
H8 -4.36859 -0.84291 2.32372  0.112
H9 -2.26623 -0.41048 1.10495  0.034
H10 -0.93277 -3.75038 -0.02228  0.119
H11 -0.18821 -6.01224 -0.62464  0.120
H12 0.49116 -6.51966 -2.94994  0.119
H13 0.40258 -4.75091 -4.67423  0.119
H14 -0.35046 -2.49791 -4.09664  0.104
H15 -1.96094 2.85593 -2.79177  0.098
H16 -0.69714 1.66877 -3.03006  0.079
H17 -0.56306 4.01676 1.23723  0.107
H18 1.22125 5.68936 1.46361  0.118
H19 2.90523 5.96205 -0.32867  0.119
H20 2.80394 4.53080 -2.33986  0.119
H21 1.08805 2.80157 -2.54601  0.101
H22 -3.08056 4.00377 -1.27682  0.112
H23 -4.88233 4.96832 0.07753  0.120
H24 -5.29769 4.14054 2.36914  0.120
H25 -3.89767 2.33403 3.30573  0.115
H26 -2.10641 1.33411 1.94717  0.067
C28 2.79893 0.48093 3.82138  -0.036
C29 1.27985 0.60544 3.86758  -0.622
C30 0.86380 2.04898 4.15655  -0.031
C31 0.70778 -0.33336 4.92266  -0.031
N1 0.71262 0.10883 2.57839  -0.036
N2 1.02786 0.95164 1.44840  -0.119
H27 3.21289 0.66719 4.81178  0.101
H28 3.25975 1.21710 3.15479  0.081
H29 3.09266 -0.52428 3.51505  0.086
H30 1.23184 2.35600 5.13518  0.101
H31 -0.22536 2.15027 4.16769  0.088
H32 1.27786 2.75709 3.43315  0.073
H33 1.06662 -0.04849 5.91069  0.099
H34 1.00668 -1.36288 4.72696  0.092
H35 -0.38403 -0.28598 4.94198  0.089
H36 -0.29979 0.12538 2.66563  0.086
H37 2.04109 0.98112 1.39954  0.047
H38 0.73726 1.91961 1.60340  0.060
C32 3.79488 1.05207 -0.57776  -0.120
C33 3.57082 -0.35042 -0.01111  -0.380
P3 2.08747 -1.25286 -0.60460  0.840
C34 2.35110 -1.31373 -2.41208  -0.380
C35 3.47705 -2.22120 -2.89968  -0.108
C36 2.27420 -2.93405 0.09361  -0.365
C37 3.69510 -3.42060 0.38238  -0.120
H39 4.70296 1.47952 -0.15306  0.091
H40 2.97645 1.75145 -0.39478  0.041
H41 3.93459 1.02060 -1.65761  0.074
H42 3.54765 -0.36560 1.08275  0.064
H43 4.42798 -0.97164 -0.27795  0.085
H44 2.52380 -0.27683 -2.71015  0.074
H45 1.40649 -1.60623 -2.86867  0.032
H46 4.44262 -1.94115 -2.47794  0.075
H47 3.56474 -2.15006 -3.98327  0.086
H48 3.28173 -3.26463 -2.65189  0.072
H49 1.77313 -3.60989 -0.60247  0.057
H50 1.67845 -2.94484 1.00973  0.082
H51 4.32143 -3.42609 -0.50776  0.066
H52 3.64753 -4.44289 0.75608  0.087
H53 4.18821 -2.82133 1.14644  0.072


# 5
# C5H8NO3S

C5H8NO3S as an isolated structure at a distorted geometry (ωB97M-V/def2-TZVPD, OMol25).

The value obtained for the energy above the lowest of the compared OMol25 structures with the same formula, charge and spin is 75.5 kcal/mol. The value obtained for the electronic energy is -23775.408 eV. The LUMO energy (spin up / spin down) is 3.214 / 1.420 eV. The charge is -1. As for the expectation value of S²: 2.028. The spin multiplicity is 3.

Each line ends with the Mulliken spin population.
Geometry (Å):
C1 0.96503 -0.05957 0.59766  -0.071
C2 0.17004 0.87946 1.23285  0.517
C3 0.48323 0.77345 3.70781  0.813
C4 -0.87895 1.69007 0.55777  -0.036
C5 2.40386 -1.79558 0.36537  -0.021
N1 1.76945 -0.83211 1.21462  0.399
O1 -3.73612 -0.83409 -3.30225  0.000
O2 -2.21781 0.08522 -1.51871  0.001
O3 0.22407 0.92671 2.56760  0.264
S1 -2.30003 -0.54408 -2.87025  0.000
H1 0.69273 -0.28758 -0.37480  -0.003
H2 -0.90911 1.29880 -0.40349  0.001
H3 -0.57118 2.81952 0.58660  0.055
H4 -1.85801 1.64289 1.11002  0.032
H5 2.48041 -2.85912 0.85525  0.020
H6 1.89443 -2.06592 -0.51678  0.002
H7 3.43815 -1.51040 0.24374  0.027
H8 -2.05019 0.67234 -4.05302  0.000


# 6
# C21H37AlBr3Cl2F2I2InMgN6O11S2

C21H37AlBr3Cl2F2I2InMgN6O11S2 as an isolated structure at a distorted geometry (ωB97M-V/def2-TZVPD, OMol25).

The value obtained for the energy above the lowest of the compared OMol25 structures with the same formula, charge and spin is 0.0 kcal/mol. The value obtained for the electronic energy is -349503.181 eV. The LUMO energy is -9.780 eV. The charge is +2.

Each line ends with the Löwdin charge.
Geometry (Å):
C1 3.99887 0.34420 1.81529  -0.152
C2 3.14065 1.36211 1.06393  -0.876
I1 1.85468 2.45313 2.43339  0.949
C3 2.26090 0.62630 0.06580  -0.868
I2 1.60698 1.96868 -1.49370  0.882
In1 0.51446 -0.31528 1.08613  0.238
Br1 1.01578 -1.17039 3.48844  0.146
N1 0.04861 -2.17661 0.00517  -0.078
C4 0.95121 -2.90326 0.31838  -1.233
S1 2.32555 -3.61287 0.26590  0.894
S2 -1.58128 1.17975 1.03843  0.517
O1 -1.78749 1.90653 -0.21992  -0.492
O2 -1.66005 2.16783 2.07475  -0.413
F1 -2.84699 0.23892 1.28915  -0.216
H1 4.32374 0.71586 2.78139  0.076
H2 3.50163 -0.62073 1.88751  0.030
H3 4.89871 0.18079 1.21754  0.098
H4 3.75719 2.10290 0.56664  0.011
H5 2.80159 -0.18715 -0.41478  0.027
C5 5.91284 6.02948 -4.49732  -0.054
C6 5.92174 4.65209 -4.68222  -0.050
C7 5.68167 3.80804 -3.61245  0.003
C8 5.43168 4.36127 -2.36756  -0.148
C9 5.42857 5.73137 -2.16631  -0.011
C10 5.67083 6.56674 -3.23993  -0.114
N2 5.14877 3.48311 -1.23718  -0.328
O3 5.16190 2.27979 -1.40697  0.049
O4 4.89246 4.00066 -0.15796  0.020
H6 6.09405 6.68671 -5.33788  0.115
H7 6.11237 4.23768 -5.66249  0.114
H8 5.68751 2.73758 -3.75749  0.121
H9 5.23610 6.15274 -1.18904  0.102
H10 5.66967 7.63274 -3.09746  0.061
Br2 -2.63138 -5.66924 -3.67172  0.820
C11 -3.45466 -4.76565 -2.16787  -0.681
C12 -2.39257 -4.29141 -1.21619  -0.678
Br3 -1.67784 -5.77419 -0.15292  0.609
H11 -4.16297 -5.45561 -1.71638  0.054
H12 -3.99511 -3.91876 -2.58652  0.066
H13 -2.80530 -3.58963 -0.48869  0.037
H14 -1.54702 -3.83290 -1.72058  0.054
Mg1 -3.02475 3.57071 0.35729  1.305
C13 -7.12924 5.29627 -1.76372  0.061
C14 -6.88816 6.79124 -2.18058  -0.626
O5 -7.34237 7.61614 -1.41162  0.164
O6 -6.24755 6.85467 -3.24406  0.179
H15 -7.67951 5.24266 -0.82992  0.088
H16 -7.69472 4.78150 -2.53692  0.098
H17 -6.16212 4.80832 -1.64354  0.059
F2 -0.32612 -5.78051 -4.93925  -0.562
C15 3.29311 7.22559 1.43113  -0.690
O7 3.19766 8.39057 1.75718  0.039
N3 2.19252 6.46609 1.10513  0.130
N4 4.48922 6.57157 1.35881  0.163
H18 2.24129 5.50114 0.83220  0.047
H19 1.30037 6.92060 1.14752  0.090
H20 5.31252 7.09607 1.59159  0.113
H21 4.57927 5.61110 1.08716  0.047
C16 -2.23697 -10.62526 3.22488  0.023
N5 -3.02735 -9.54591 3.91693  -0.364
C17 -3.76038 -10.17537 5.06368  0.015
C18 -4.01932 -8.97152 2.96077  0.022
C19 -2.12234 -8.47057 4.48942  -0.090
C20 -1.31744 -7.67337 3.48606  -0.231
O8 -0.44348 -8.52218 2.75941  -0.056
H22 -2.89712 -11.47804 3.07753  0.115
H23 -1.90467 -10.26581 2.26010  0.103
H24 -1.39874 -10.90437 3.85556  0.120
H25 -4.42270 -10.94213 4.67161  0.115
H26 -4.33581 -9.40552 5.57258  0.114
H27 -3.03162 -10.61440 5.74035  0.119
H28 -3.49405 -8.57541 2.09667  0.104
H29 -4.57351 -8.18370 3.46668  0.118
H30 -4.69204 -9.76569 2.64694  0.119
H31 -1.45478 -8.98265 5.18173  0.147
H32 -2.76777 -7.79427 5.04932  0.143
H33 -0.72010 -6.93834 4.03406  0.135
H34 -1.96620 -7.12863 2.79099  0.090
H35 0.06908 -7.98037 2.14673  0.105
Al1 -0.80773 -3.37161 1.78349  0.642
N6 -3.46777 6.66378 -4.61525  -0.611
O9 -2.91344 7.43740 -3.83903  0.136
O10 -3.29789 5.44877 -4.50876  0.111
O11 -4.20607 7.10217 -5.49404  0.172
C21 1.99297 8.33745 -3.46568  -0.978
Cl1 2.05035 7.05009 -2.24760  0.515
Cl2 3.60881 8.79779 -4.01203  0.585
H36 1.42496 7.98490 -4.31842  0.028
H37 1.51369 9.20579 -3.02946  0.030


> Look up the electronic energy of the second one.

-325013.907 eV